1.
A molecular structure, C38H30ClN8OPPd, computed with ωB97M-V/def2-TZVPD.

```
80
C38H30ClN8OPPd, DFT ωB97M-V/def2-TZVPD
Pd 1.21 0.51 1.38
C -2.43 1.50 -2.87
N -1.84 1.38 -1.53
C -0.72 0.75 -1.15
N -0.60 0.86 0.17
C -1.69 1.60 0.54
N -2.45 1.93 -0.47
C -3.18 0.23 -3.23
C -2.92 -0.53 -4.38
C -3.52 -1.79 -4.59
C -4.34 -2.34 -3.64
C -4.65 -1.56 -2.50
C -4.14 -0.23 -2.36
C -5.17 -2.02 -1.29
N -5.56 -1.14 -0.28
N -5.53 -1.77 0.81
C -5.13 -3.07 0.54
O -5.02 -3.26 -0.79
C -4.58 -3.88 1.52
C -4.19 -5.24 1.35
C -3.36 -5.79 2.29
C -2.84 -4.99 3.34
C -3.19 -3.64 3.49
C -2.55 -2.73 4.52
N -1.37 -2.05 3.99
C -1.23 -1.18 2.97
N 0.04 -0.82 2.88
C 0.64 -1.50 3.90
N -0.18 -2.26 4.57
C -4.15 -3.13 2.66
H -1.66 1.74 -3.60
H -3.13 2.34 -2.81
H -0.05 0.22 -1.80
H -1.89 1.91 1.56
H -2.25 -0.15 -5.14
H -3.31 -2.34 -5.50
H -4.75 -3.34 -3.76
H -4.45 0.38 -1.52
H -4.54 -5.82 0.50
H -3.07 -6.83 2.21
H -2.17 -5.45 4.05
H -2.20 -3.29 5.39
H -3.27 -1.99 4.87
H -2.03 -0.83 2.34
H 1.69 -1.44 4.15
H -4.53 -2.12 2.80
Cl 3.30 -0.38 2.22
C 4.57 -0.20 1.03
C 5.78 -0.83 1.27
C 6.78 -0.71 0.32
C 6.58 0.02 -0.84
C 5.36 0.65 -1.06
C 4.34 0.55 -0.11
P 2.77 1.40 -0.34
C 2.80 2.79 0.86
C 3.98 3.18 1.50
C 3.95 4.22 2.41
C 2.76 4.87 2.70
C 1.58 4.50 2.05
C 1.60 3.46 1.13
C 2.70 2.10 -1.98
C 2.80 3.48 -2.16
C 2.84 3.98 -3.46
C 2.73 3.13 -4.55
C 2.62 1.75 -4.36
C 2.59 1.24 -3.08
H 5.93 -1.39 2.18
H 7.73 -1.22 0.48
H 7.37 0.11 -1.57
H 5.21 1.23 -1.96
H 4.92 2.69 1.27
H 4.86 4.54 2.89
H 2.74 5.68 3.42
H 0.67 5.04 2.25
H 0.72 3.27 0.54
H 2.88 4.15 -1.31
H 2.98 5.04 -3.61
H 2.73 3.54 -5.55
H 2.56 1.09 -5.22
H 2.51 0.16 -2.92
```

Computed properties:
Multiplicity   1
Charge   +4
Max |F|   2.646 eV Å⁻¹
Highest occupied orbital energy (alpha / beta)   -17.8 / -17.8 eV


2.
A molecular structure, C5H8O, computed with ωB97M-V/def2-TZVPD.

```
14
C5H8O, DFT ωB97M-V/def2-TZVPD
O 2.11 0.12 0.00
C 1.06 -0.52 0.07
C -0.15 0.04 -1.02
C -0.83 1.31 -0.52
C -0.49 0.70 0.77
C 0.66 -1.64 0.75
H 0.54 0.22 -1.85
H -0.86 -0.76 -1.23
H -0.28 2.22 -0.75
H -1.89 1.39 -0.77
H -1.24 0.11 1.28
H 0.30 1.12 1.37
H 1.39 -2.24 1.28
H -0.34 -2.06 0.61
```

Computed properties:
Multiplicity   1
Relative energy (zero: lowest compared OMol25 entry of this formula, charge and spin)   4.570 eV
Charge   0
Max |F|   0.344 eV Å⁻¹
Highest occupied orbital energy (alpha / beta)   -7.9 / -7.9 eV


3.
10 unconnected molecules or ions with the total composition C39H71N5O11, computed with ωB97M-V/def2-TZVPD.

```
126
C39H71N5O11, DFT ωB97M-V/def2-TZVPD
O 5.01 1.57 1.93
C 4.58 1.38 0.83
O 5.12 0.50 -0.04
C 6.42 -0.02 0.26
C 7.52 0.82 -0.29
C 3.40 2.09 0.23
H 6.41 -1.03 -0.18
H 6.54 -0.23 1.32
H 8.48 0.30 -0.20
H 7.60 1.78 0.21
H 7.39 1.04 -1.36
H 3.15 1.65 -0.73
H 3.70 3.13 0.14
H 2.56 2.10 0.92
O -0.01 -2.19 -1.69
C -0.13 -1.88 -2.86
O -0.27 -2.76 -3.84
C -0.32 -4.15 -3.51
C -0.99 -4.87 -4.65
C -0.10 -0.46 -3.35
H -0.90 -4.30 -2.60
H 0.70 -4.52 -3.36
H -0.48 -4.74 -5.60
H -2.02 -4.51 -4.78
H -1.09 -5.93 -4.42
H -1.13 -0.14 -3.54
H 0.43 -0.37 -4.30
H 0.35 0.18 -2.59
O 2.43 5.14 0.52
C 1.24 4.93 0.45
O 0.53 5.11 -0.66
C 1.19 5.58 -1.81
C 2.01 4.48 -2.50
C 0.41 4.40 1.56
H 1.85 6.40 -1.53
H 0.46 5.95 -2.52
H 2.91 4.26 -1.94
H 2.27 4.82 -3.51
H 1.42 3.56 -2.59
H -0.65 4.44 1.31
H 0.56 4.82 2.55
H 0.59 3.33 1.68
O 2.75 -2.39 6.56
C 3.44 -1.44 6.31
O 3.62 -0.94 5.08
C 2.78 -1.47 4.05
C 1.34 -0.99 4.19
C 4.24 -0.69 7.32
H 2.79 -2.56 4.13
H 3.15 -1.18 3.08
H 0.90 -1.44 5.09
H 0.74 -1.33 3.34
H 1.25 0.09 4.31
H 5.29 -0.99 7.24
H 3.91 -0.93 8.32
H 4.26 0.38 7.08
C -3.97 -0.77 2.88
C -4.62 -0.72 4.25
C -5.38 0.59 4.50
C -6.53 0.72 3.61
N -7.44 0.82 2.92
H -3.50 -1.73 2.65
H -3.22 0.01 2.76
H -4.72 -0.58 2.11
H -3.88 -0.84 5.06
H -5.27 -1.57 4.44
H -4.76 1.47 4.29
H -5.72 0.61 5.53
C -1.76 -5.27 0.19
C -0.60 -4.60 0.89
C -0.87 -4.14 2.32
C -1.13 -5.26 3.21
N -1.34 -6.17 3.88
H -1.54 -5.56 -0.83
H -2.60 -4.56 0.12
H -2.19 -6.11 0.74
H -0.26 -3.76 0.28
H 0.24 -5.30 0.87
H -1.65 -3.39 2.33
H 0.05 -3.67 2.69
C 3.70 -1.38 -2.24
C 4.07 -2.80 -1.83
C 2.93 -3.51 -1.10
C 2.49 -2.81 0.11
N 2.07 -2.28 1.04
H 4.53 -0.73 -2.52
H 3.20 -0.89 -1.40
H 2.98 -1.36 -3.06
H 4.96 -2.77 -1.19
H 4.38 -3.39 -2.69
H 3.25 -4.51 -0.79
H 2.04 -3.60 -1.73
C -2.38 2.65 -3.97
C -2.64 4.13 -3.75
C -2.04 5.03 -4.83
C -2.56 4.75 -6.16
N -2.95 4.52 -7.21
H -1.36 2.33 -3.73
H -2.61 2.30 -4.98
H -3.03 2.08 -3.31
H -2.21 4.41 -2.78
H -3.69 4.34 -3.57
H -0.96 4.97 -4.83
H -2.30 6.07 -4.61
C -5.04 0.40 -2.30
C -5.57 0.32 -0.88
C -5.29 1.52 0.02
C -5.36 2.83 -0.65
N -5.41 3.87 -1.12
H -5.15 1.40 -2.73
H -5.61 -0.28 -2.94
H -4.00 0.09 -2.42
H -5.21 -0.59 -0.39
H -6.66 0.20 -0.95
H -4.31 1.45 0.49
H -6.05 1.62 0.81
C 0.46 0.27 0.42
C -0.82 -0.45 0.81
O -1.81 0.21 0.02
C -1.35 1.44 -0.30
O -1.95 2.23 -0.95
O -0.06 1.57 0.09
H 1.03 -0.25 -0.35
H 1.15 0.42 1.24
H -0.97 -0.36 1.89
H -0.81 -1.51 0.58
```

Computed properties:
Multiplicity   1
SMILES string   CCOC(C)=O.CCOC(C)=O.CCOC(C)=O.CCOC(C)=O.O=C1OCCO1.CCCC#N.CCCC#N.CCCC#N.CCCC#N.CCCC#N
Relative energy (zero: lowest compared OMol25 entry of this formula, charge and spin)   0.000 eV
Charge   0
Max |F|   1.500 eV Å⁻¹
Highest occupied orbital energy   -10.3 eV